C2H2FO2Tl | wB97M-V/def2-TZVPD

Computed properties:
* frontier orbital gap: 0.391 Ha
* highest occupied orbital energy: -0.852 Eh
* charge: +2
* energy: -499.39701 hartree

The geometry in XYZ format:
```
8
Properties=species:S:1:pos:R:3:mulliken_charge:R:1
O 0.3032 -0.0406 -1.2637 -0.39
C 0.5760 0.8860 -0.5401 0.29
C 0.1226 0.7121 0.9217 0.74
O -0.4834 -0.2692 1.2445 -0.38
H 1.1268 1.7870 -0.8525 0.43
F 0.4324 1.6563 1.7357 -0.09
Tl -0.7902 -1.6167 -0.3507 1.17
H -1.2874 -3.1148 -0.8949 0.22
```